Record 1
Molecular formula: C2Br2F3N
Method: DFT, ωB97M-V/def2-TZVPD

Its HOMO energy is -0.367 Eh. Its HOMO-LUMO gap is 7.680 eV. As for the multiplicity: 1.

CARTESIAN COORDINATES (ANGSTROEM)
C (2.671, 0.361, -0.464)
C (-1.226, -0.327, 0.172)
N (-0.276, -0.596, -0.669)
F (-2.329, -0.929, -0.283)
F (-1.884, 0.851, 0.564)
F (-0.999, -0.744, 1.398)
Br (2.689, 2.179, -0.450)
Br (1.353, -0.795, -0.268)

Forces on atoms 1 to 3 (eV/Å):
1.72 0.65 0.53
-4.76 0.60 2.89
0.64 1.19 -3.58


Record 2
Molecular formula: C4H7ClO
Method: DFT, ωB97M-V/def2-TZVPD

As for the SMILES: C=COCCCl. Its HOMO energy is -0.331 Eh. Its HOMO-LUMO gap is 9.936 eV. As for the multiplicity: 1.

CARTESIAN COORDINATES (ANGSTROEM)
C (0.444, 0.402, -1.384)
C (-0.260, -0.562, -0.470)
C (-0.048, -1.351, 1.648)
C (-0.969, -2.316, 1.467)
H (0.112, 0.345, -2.377)
H (1.503, 0.195, -1.317)
H (-0.213, -1.591, -0.840)
H (-1.324, -0.339, -0.345)
H (0.440, -1.168, 2.576)
H (-1.383, -2.866, 2.363)
H (-1.281, -2.624, 0.496)
O (0.439, -0.528, 0.768)
Cl (0.214, 2.072, -0.839)

Forces on atoms 1 to 3 (eV/Å):
0.43 -0.20 1.37
0.28 -0.15 -0.29
-1.19 -1.98 1.45


Record 3
Molecular formula: C7H11NO
Method: DFT, ωB97M-V/def2-TZVPD

Its HOMO energy is -0.329 Eh. Its HOMO-LUMO gap is 9.892 eV. As for the multiplicity: 1.

CARTESIAN COORDINATES (ANGSTROEM)
C (2.390, 0.311, -0.214)
C (0.934, 0.023, -0.009)
C (0.167, -0.780, 1.117)
C (-1.217, -1.235, 0.344)
C (-1.107, -0.516, -1.071)
C (-1.365, 0.928, -0.715)
C (0.029, 1.312, -0.127)
H (2.943, 1.217, 0.489)
H (2.357, 0.444, -1.549)
H (2.770, -0.742, -0.251)
H (0.818, -1.753, 1.128)
H (0.107, -0.489, 2.184)
H (-1.279, -2.203, 0.030)
H (-2.119, -0.911, 0.717)
H (-1.696, -0.813, -1.836)
H (-2.161, 1.448, -1.215)
H (-1.375, 0.669, 1.424)
H (0.676, 2.404, -0.019)
N (-1.212, 1.415, 0.638)
O (0.340, -0.727, -1.063)

Forces on atoms 1 to 3 (eV/Å):
0.57 -0.14 -2.89
-5.87 2.33 0.60
1.39 -3.89 -0.59


Record 4
Molecular formula: C11H12O4
Method: DFT, ωB97M-V/def2-TZVPD

Its HOMO energy is -0.332 Eh. Its HOMO-LUMO gap is 9.311 eV. As for the multiplicity: 1.

CARTESIAN COORDINATES (ANGSTROEM)
C (4.818, -1.341, -1.059)
C (3.524, -0.779, -0.249)
C (2.243, -0.732, -1.207)
O (2.403, -1.038, -2.296)
C (1.220, -0.180, -0.366)
C (0.068, -0.371, -1.201)
C (-1.126, -0.102, -0.618)
C (-1.267, 0.521, 0.538)
C (-0.091, 0.451, 1.321)
C (1.040, 0.024, 0.897)
H (1.912, -0.084, 1.287)
H (-0.155, 0.712, 2.276)
O (-2.375, 0.948, 1.379)
C (-3.692, 0.820, 0.441)
C (-4.707, 1.444, 1.420)
O (-4.587, 1.459, 2.636)
O (-5.894, 1.373, 0.942)
H (-6.584, 1.601, 1.415)
H (-3.695, 1.650, -0.410)
H (-3.929, -0.245, 0.078)
H (-2.026, 0.149, -1.421)
H (0.123, -0.794, -2.404)
H (3.439, -1.579, 0.440)
H (3.835, -0.015, 0.088)
H (5.052, -0.393, -2.140)
H (4.635, -2.239, -1.502)
H (5.816, -1.259, -0.284)

Forces on atoms 1 to 3 (eV/Å):
2.00 6.93 0.72
-0.90 -11.75 -7.69
5.96 2.07 8.77


Record 5
Molecular formula: C5H8O
Method: DFT, ωB97M-V/def2-TZVPD

As for the SMILES: C[C@@]12CC[C@@H]1O2. Its HOMO energy is -0.345 Eh. Its HOMO-LUMO gap is 10.453 eV. As for the multiplicity: 1.

CARTESIAN COORDINATES (ANGSTROEM)
C (0.926, -0.747, 1.242)
C (-0.455, -0.891, 0.530)
C (1.062, 0.676, 0.741)
C (-0.217, 0.461, 0.034)
C (-0.830, 1.038, -1.250)
O (-0.090, 1.404, 1.118)
H (0.837, -0.915, 2.275)
H (1.637, -1.260, 0.662)
H (-0.579, -1.597, -0.230)
H (-1.331, -0.923, 1.172)
H (1.804, 1.115, 0.178)
H (-0.460, 2.004, -1.525)
H (-1.885, 0.931, -1.023)
H (-0.483, 0.464, -2.140)

Forces on atoms 1 to 3 (eV/Å):
-0.96 0.11 -0.73
-0.31 0.56 1.94
-2.31 -0.92 -0.49


Record 6
Molecular formula: C5H7NO
Method: DFT, ωB97M-V/def2-TZVPD

As for the SMILES: C[C@H](C#N)CC=O. Its HOMO energy is -0.386 Eh. Its HOMO-LUMO gap is 11.258 eV. As for the multiplicity: 1.

CARTESIAN COORDINATES (ANGSTROEM)
C (0.997, 0.821, -0.856)
C (0.596, -0.134, 0.280)
C (-0.862, -0.603, 0.180)
C (-1.846, 0.460, 0.611)
O (-1.533, 1.526, 1.084)
C (1.509, -1.287, 0.269)
N (2.235, -2.186, 0.205)
H (1.913, 1.358, -0.598)
H (0.207, 1.556, -1.030)
H (1.183, 0.263, -1.780)
H (0.716, 0.390, 1.234)
H (-1.113, -0.919, -0.841)
H (-1.044, -1.481, 0.816)
H (-2.914, 0.188, 0.480)

Forces on atoms 1 to 3 (eV/Å):
0.01 0.09 -0.10
0.03 0.06 0.01
0.04 -0.02 -0.02


Record 7
Molecular formula: C40H49FN8NaO4
Method: DFT, ωB97M-V/def2-TZVPD

As for the net charge: +1. Its HOMO energy is -0.353 Eh. Its HOMO-LUMO gap is 6.407 eV. As for the multiplicity: 1.

CARTESIAN COORDINATES (ANGSTROEM)
Na (0.353, -0.510, 0.221)
C (4.628, 1.521, 6.507)
C (4.392, 0.061, 6.150)
N (3.252, -0.125, 5.254)
C (3.480, -0.263, 3.916)
C (2.528, -0.370, 2.963)
C (2.987, -0.538, 1.518)
O (3.972, 0.108, 1.169)
O (2.293, -1.354, 0.834)
C (1.142, -0.238, 3.329)
O (0.205, -0.153, 2.534)
C (0.895, -0.125, 4.785)
C (-0.424, -0.066, 5.233)
C (-0.687, 0.064, 6.567)
F (-1.968, 0.177, 6.988)
C (0.340, 0.119, 7.513)
C (1.648, 0.060, 7.075)
C (1.950, -0.057, 5.710)
N (0.105, 0.273, 8.920)
C (-0.948, -0.522, 9.541)
C (-0.833, -0.343, 11.067)
N (0.532, 0.200, 11.369)
C (0.680, 1.606, 10.847)
C (0.089, 1.638, 9.427)
H (5.486, 1.615, 7.172)
H (3.759, 1.958, 7.000)
H (4.828, 2.101, 5.606)
H (4.245, -0.553, 7.041)
H (5.260, -0.348, 5.638)
H (4.521, -0.264, 3.615)
H (-1.222, -0.103, 4.502)
H (2.430, 0.091, 7.820)
H (-0.803, -1.565, 9.261)
H (-1.956, -0.229, 9.241)
H (-0.960, -1.277, 11.608)
H (-1.541, 0.387, 11.455)
H (1.211, -0.379, 10.871)
H (0.737, 0.161, 12.366)
H (1.745, 1.830, 10.856)
H (0.166, 2.268, 11.540)
H (0.703, 2.273, 8.794)
H (-0.924, 2.059, 9.438)
C (-3.747, -0.377, -2.877)
C (-3.894, -1.320, -1.716)
C (-4.744, -2.416, -1.791)
C (-4.874, -3.300, -0.731)
C (-4.148, -3.085, 0.430)
C (-3.277, -2.006, 0.540)
C (-2.477, -1.789, 1.791)
C (-3.155, -1.132, -0.544)
N (-2.187, -0.093, -0.505)
C (-2.520, 1.114, -0.336)
C (-3.912, 1.615, -0.072)
C (-1.423, 2.152, -0.431)
C (-1.791, 3.461, -1.070)
N (-0.276, 1.823, -0.003)
C (0.812, 2.741, -0.009)
C (0.845, 3.781, 0.925)
C (-0.274, 3.970, 1.915)
C (1.957, 4.613, 0.946)
C (3.013, 4.413, 0.070)
C (2.976, 3.352, -0.819)
C (1.888, 2.489, -0.862)
C (1.905, 1.282, -1.762)
H (-4.299, -0.749, -3.739)
H (-2.698, -0.285, -3.154)
H (-4.133, 0.618, -2.643)
H (-5.310, -2.576, -2.701)
H (-5.546, -4.146, -0.805)
H (-4.255, -3.759, 1.272)
H (-1.427, -2.042, 1.635)
H (-2.856, -2.417, 2.599)
H (-2.499, -0.750, 2.118)
H (-4.323, 2.109, -0.955)
H (-3.901, 2.352, 0.733)
H (-4.568, 0.791, 0.198)
H (-2.544, 3.989, -0.484)
H (-2.227, 3.270, -2.053)
H (-0.918, 4.098, -1.185)
H (-0.531, 3.025, 2.399)
H (-1.183, 4.353, 1.446)
H (0.021, 4.685, 2.683)
H (1.993, 5.424, 1.664)
H (3.872, 5.071, 0.095)
H (3.812, 3.171, -1.482)
H (2.575, 1.443, -2.605)
H (0.919, 1.039, -2.160)
H (2.293, 0.413, -1.220)
C (-0.569, -6.144, -0.016)
N (-0.525, -4.847, -0.640)
C (-1.314, -4.451, -1.788)
C (-0.929, -2.977, -1.920)
O (-1.245, -2.271, -2.849)
N (-0.166, -2.618, -0.829)
C (0.068, -3.736, -0.154)
N (0.826, -3.743, 0.953)
H (-0.811, -6.888, -0.772)
H (-1.319, -6.201, 0.779)
H (0.406, -6.410, 0.395)
H (-2.391, -4.528, -1.603)
H (-1.055, -5.014, -2.685)
H (1.453, -2.932, 1.063)
H (1.128, -4.625, 1.326)

Forces on atoms 1 to 3 (eV/Å):
-0.40 -0.03 -0.26
-0.01 0.00 -0.03
0.00 -0.03 0.02


Record 8
Molecular formula: C3H9N3
Method: DFT, ωB97M-V/def2-TZVPD

As for the SMILES: [H]/N=C/N.C=NC. Its HOMO energy is -0.318 Eh. Its HOMO-LUMO gap is 9.200 eV. As for the multiplicity: 1.

CARTESIAN COORDINATES (ANGSTROEM)
C (-1.954, 0.391, 1.556)
C (-2.533, 2.253, 2.887)
N (-1.653, 1.376, 2.618)
H (-0.959, 0.059, 1.236)
H (-2.332, 0.898, 0.644)
H (-2.726, -0.354, 1.813)
H (-3.082, 2.755, 2.061)
H (-3.021, 2.325, 3.872)
N (2.361, -0.191, -2.381)
C (2.184, -1.465, -1.902)
N (1.587, -2.375, -2.599)
H (2.359, -0.220, -3.390)
H (2.967, 0.455, -1.919)
H (2.416, -1.611, -0.826)
H (1.998, -3.235, -2.210)

Forces on atoms 1 to 3 (eV/Å):
1.61 2.44 -2.01
-0.66 -0.74 -1.39
-2.02 -1.61 2.11


Record 9
Molecular formula: C13H22IN4OY
Method: DFT, ωB97M-V/def2-TZVPD

As for the net charge: -2. Its HOMO energy (spin up / spin down) is 0.092 / 0.071 Eh. Its HOMO-LUMO gap (spin up / spin down) is 2.170 / 2.743 eV. As for the multiplicity: 1.

CARTESIAN COORDINATES (ANGSTROEM)
C (0.333, -1.025, -2.848)
I (-0.729, 3.887, -2.204)
H (-0.437, -1.743, -3.175)
H (1.274, -1.561, -2.661)
H (0.551, -0.338, -3.710)
C (-0.062, 2.319, 2.193)
C (-1.290, 1.766, 2.115)
N (-1.439, 1.194, 0.847)
C (-0.139, 1.142, 0.293)
N (0.610, 2.009, 1.036)
H (0.388, 2.901, 2.987)
H (-2.138, 1.844, 2.771)
C (1.598, -2.447, 1.949)
C (0.863, -1.227, 0.215)
N (1.675, -1.239, 1.309)
H (0.326, -4.186, 1.499)
N (0.240, -2.450, 0.218)
H (2.226, -2.732, 2.785)
Y (-0.873, 1.147, -2.144)
C (0.560, 0.019, -0.477)
O (1.234, 0.575, -1.490)
C (0.676, -3.192, 1.298)
C (-0.506, -3.041, -0.873)
H (-1.366, -2.411, -1.140)
H (-0.856, -4.037, -0.562)
H (0.143, -3.153, -1.753)
C (2.691, -0.266, 1.626)
H (3.514, -0.771, 2.148)
H (2.307, 0.502, 2.315)
H (3.063, 0.201, 0.705)
C (1.857, 2.642, 0.638)
H (1.700, 3.701, 0.390)
H (2.240, 2.130, -0.245)
H (2.568, 2.574, 1.475)
C (-2.576, 1.820, 0.154)
H (-2.272, 2.771, -0.346)
H (-3.342, 2.035, 0.910)
H (-3.001, 1.120, -0.573)
C (-2.691, -0.421, -1.885)
H (-3.628, 0.069, -2.192)
H (-2.901, -0.974, -0.959)
H (-2.391, -1.157, -2.640)

Forces on atoms 1 to 3 (eV/Å):
-1.34 -0.59 -2.20
0.18 2.67 -0.70
-0.01 -0.34 -0.62


Record 10
Molecular formula: C49H127N9O12
Method: DFT, ωB97M-V/def2-TZVPD

As for the SMILES: CC1(C)CCCC(C)(C)N1O.CC1(C)CCCC(C)(C)N1O.COC[C@H](C)N.COC[C@H](C)N.COC[C@H](C)N.COC[C@H](C)N.COC[C@H](C)N.COC[C@H](C)N.COC[C@H](C)N.CO.CO.CO. Its HOMO energy is -0.292 Eh. Its HOMO-LUMO gap is 8.258 eV. As for the multiplicity: 1.

CARTESIAN COORDINATES (ANGSTROEM)
C (0.416, 1.784, -0.123)
C (0.027, 0.658, -1.087)
C (1.214, -0.352, -1.115)
C (1.443, -1.226, 0.133)
C (0.122, -1.944, 0.342)
C (-1.175, -1.066, 0.469)
N (-1.192, -0.102, -0.669)
O (-2.400, 0.681, -0.699)
C (-2.351, -2.065, 0.245)
C (-1.213, -0.497, 1.897)
C (-0.213, 1.267, -2.461)
H (-0.381, 2.524, -0.049)
H (1.289, 2.340, -0.465)
H (0.734, 1.423, 0.855)
H (1.208, -0.995, -1.995)
H (2.103, 0.264, -1.248)
H (1.692, -0.693, 1.051)
H (2.316, -1.855, -0.038)
H (0.265, -2.529, 1.250)
H (0.074, -2.732, -0.410)
H (-3.303, -1.539, 0.178)
H (-2.215, -2.430, -0.773)
H (-2.374, -2.970, 0.852)
H (-2.236, -0.175, 2.095)
H (-1.098, -1.305, 2.620)
H (-0.527, 0.339, 2.030)
H (-0.893, 2.111, -2.350)
H (-0.540, 0.498, -3.162)
H (0.658, 1.777, -2.871)
H (-2.750, 0.506, -1.576)
C (-1.474, 8.671, -2.320)
C (-2.457, 7.523, -2.100)
C (-1.984, 6.280, -2.948)
C (-0.736, 5.544, -2.408)
C (-1.024, 5.168, -0.982)
C (-1.668, 6.209, 0.011)
N (-2.587, 7.172, -0.664)
O (-3.262, 8.107, 0.150)
C (-2.385, 5.444, 1.164)
C (-0.527, 6.977, 0.654)
C (-3.811, 7.828, -2.723)
H (-1.644, 9.564, -1.719)
H (-1.400, 8.923, -3.378)
H (-0.485, 8.310, -2.038)
H (-2.771, 5.526, -2.920)
H (-1.906, 6.547, -4.002)
H (0.129, 6.206, -2.365)
H (-0.460, 4.648, -2.964)
H (-0.023, 4.950, -0.609)
H (-1.621, 4.262, -0.876)
H (-2.832, 6.128, 1.885)
H (-3.208, 4.847, 0.770)
H (-1.717, 4.913, 1.842)
H (-0.921, 7.714, 1.353)
H (0.131, 6.350, 1.255)
H (0.053, 7.513, -0.097)
H (-4.502, 6.985, -2.752)
H (-3.725, 8.189, -3.748)
H (-4.370, 8.519, -2.092)
H (-2.613, 8.802, 0.287)
C (8.304, -2.234, -1.860)
C (8.357, -1.839, -0.341)
C (6.891, -1.808, 0.238)
O (6.187, -0.617, -0.157)
C (5.052, -0.411, 0.761)
N (9.124, -2.880, 0.289)
H (9.365, -2.120, -2.083)
H (7.699, -1.543, -2.448)
H (8.049, -3.277, -2.050)
H (8.917, -0.913, -0.209)
H (7.005, -1.757, 1.320)
H (6.399, -2.754, 0.010)
H (4.494, 0.465, 0.430)
H (5.338, -0.203, 1.792)
H (4.395, -1.281, 0.769)
H (10.068, -2.825, -0.066)
H (9.219, -2.700, 1.278)
C (0.539, 0.732, 7.664)
C (0.675, 1.775, 6.549)
C (-0.185, 1.507, 5.276)
O (0.182, 0.426, 4.410)
C (1.420, 0.579, 3.715)
N (0.388, 3.091, 7.061)
H (1.290, 0.915, 8.432)
H (0.662, -0.302, 7.344)
H (-0.465, 0.801, 8.084)
H (1.731, 1.899, 6.309)
H (-0.157, 2.389, 4.636)
H (-1.211, 1.388, 5.624)
H (1.623, -0.318, 3.129)
H (2.289, 0.859, 4.311)
H (1.210, 1.456, 3.103)
H (-0.562, 3.118, 7.403)
H (0.408, 3.898, 6.453)
C (-4.589, -4.022, -1.459)
C (-5.947, -3.609, -0.942)
C (-6.703, -4.684, -0.170)
O (-7.183, -5.731, -1.074)
C (-7.733, -6.827, -0.237)
N (-5.832, -2.379, -0.102)
H (-3.854, -4.339, -0.720)
H (-4.062, -3.191, -1.929)
H (-4.758, -4.825, -2.176)
H (-6.464, -3.257, -1.835)
H (-7.548, -4.209, 0.329)
H (-6.078, -5.110, 0.614)
H (-8.148, -7.663, -0.800)
H (-8.473, -6.448, 0.467)
H (-6.881, -7.245, 0.299)
H (-5.307, -1.692, -0.624)
H (-6.748, -1.979, 0.041)
C (-0.567, -6.159, 4.795)
C (0.429, -5.493, 3.847)
C (1.758, -5.076, 4.524)
O (1.504, -4.169, 5.632)
C (1.444, -2.837, 5.149)
N (0.652, -6.451, 2.788)
H (-1.415, -6.540, 4.225)
H (-1.000, -5.549, 5.587)
H (-0.246, -7.108, 5.225)
H (0.003, -4.627, 3.341)
H (2.488, -4.674, 3.821)
H (2.246, -5.934, 4.986)
H (2.403, -2.443, 4.812)
H (1.170, -2.172, 5.968)
H (0.654, -2.571, 4.446)
H (1.060, -7.255, 3.243)
H (-0.236, -6.693, 2.372)
C (6.057, 4.247, -5.487)
C (5.148, 3.464, -4.492)
C (3.669, 3.555, -4.786)
O (3.082, 4.883, -4.752)
C (1.740, 4.871, -5.251)
N (5.511, 2.025, -4.371)
H (5.894, 3.890, -6.504)
H (7.123, 4.179, -5.268)
H (5.835, 5.314, -5.469)
H (5.281, 3.803, -3.465)
H (3.143, 2.999, -4.010)
H (3.465, 3.097, -5.754)
H (1.329, 5.861, -5.055)
H (1.181, 4.176, -4.624)
H (1.628, 4.597, -6.300)
H (4.834, 1.471, -3.866)
H (5.581, 1.532, -5.249)
C (-3.876, -5.130, 2.426)
C (-4.302, -4.189, 3.562)
C (-3.211, -3.151, 3.880)
O (-3.610, -2.408, 5.029)
C (-2.755, -1.334, 5.197)
N (-5.596, -3.566, 3.227)
H (-4.638, -5.897, 2.285)
H (-2.884, -5.540, 2.612)
H (-3.796, -4.558, 1.501)
H (-4.470, -4.780, 4.462)
H (-3.115, -2.488, 3.020)
H (-2.204, -3.545, 4.020)
H (-3.056, -0.814, 6.107)
H (-2.797, -0.540, 4.452)
H (-1.723, -1.669, 5.295)
H (-5.694, -2.791, 3.866)
H (-5.543, -3.142, 2.312)
C (1.236, -0.517, -5.667)
C (2.689, -0.154, -6.016)
C (3.659, -1.022, -5.088)
O (3.816, -0.316, -3.856)
C (4.667, -1.034, -2.960)
N (2.967, -0.429, -7.415)
H (1.043, -1.584, -5.558)
H (0.485, -0.092, -6.333)
H (0.889, -0.083, -4.729)
H (2.893, 0.917, -5.983)
H (4.632, -1.163, -5.558)
H (3.284, -2.036, -4.954)
H (4.835, -0.297, -2.175)
H (5.620, -1.355, -3.380)
H (4.110, -1.848, -2.497)
H (2.228, -0.109, -8.025)
H (3.011, -1.421, -7.603)
C (2.345, -4.941, -0.434)
O (2.272, -4.743, 0.967)
H (2.421, -4.056, -1.066)
H (3.160, -5.644, -0.608)
H (1.437, -5.494, -0.675)
H (1.649, -5.391, 1.304)
C (-3.447, -0.891, -3.451)
O (-4.277, 0.151, -2.855)
H (-2.654, -1.166, -2.755)
H (-4.000, -1.753, -3.825)
H (-2.906, -0.516, -4.319)
H (-5.138, -0.007, -3.251)
C (-4.329, 1.712, 1.652)
O (-3.104, 2.238, 2.104)
H (-4.427, 0.774, 2.197)
H (-5.158, 2.365, 1.925)
H (-4.396, 1.404, 0.608)
H (-2.373, 2.008, 1.526)

Forces on atoms 1 to 3 (eV/Å):
0.13 0.31 0.15
0.37 -0.68 1.12
0.87 0.79 0.21


Record 11
Molecular formula: C2H4BrClO2S
Method: DFT, ωB97M-V/def2-TZVPD

As for the expectation value of S²: 2.007. Its HOMO energy (spin up / spin down) is -0.230 / -0.387 Eh. Its HOMO-LUMO gap (spin up / spin down) is 6.682 / 7.417 eV. As for the multiplicity: 3.

CARTESIAN COORDINATES (ANGSTROEM)
C (2.490, 0.108, -0.589)
C (1.667, 1.135, -0.485)
O (-1.510, -0.914, 1.008)
O (-3.027, -2.342, -0.321)
S (-2.500, -1.006, -0.285)
Cl (-3.937, 0.189, 0.577)
Br (0.911, 1.622, 1.163)
H (2.561, -0.309, 0.331)
H (3.112, -0.288, -1.333)
H (-1.063, -0.032, 1.158)
H (1.296, 1.838, -1.223)

Forces on atoms 1 to 3 (eV/Å):
4.57 -5.98 -0.52
-6.65 8.63 -0.41
0.48 0.09 -0.03